1.
Entry from the OMol25 dataset: 16 unconnected molecules or ions with the total composition C64H128O32S16 (ωB97M-V/def2-TZVPD).

For the energy relative to the best compared isomer or geometry (same formula, charge and spin), the calculation gives 2.718 eV. As for the LUMO energy: 0.06 eV. The calculation puts the gap between HOMO and LUMO at 9.80 eV. The calculation puts the calculated total energy at -307319.1933 eV. Its HOMO energy is -0.3579 Ha.

CARTESIAN COORDINATES (ANGSTROEM)
C (12.970, 17.678, 12.250)
C (14.061, 17.817, 11.166)
C (14.643, 19.254, 11.056)
S (13.369, 20.382, 11.661)
O (12.302, 20.497, 10.659)
O (13.908, 21.554, 12.299)
C (12.795, 19.061, 12.914)
H (13.097, 16.837, 12.931)
H (12.080, 17.527, 11.638)
H (13.588, 17.453, 10.254)
H (14.822, 17.069, 11.389)
H (14.916, 19.626, 10.068)
H (15.495, 19.383, 11.725)
H (11.765, 19.380, 13.074)
H (13.386, 19.119, 13.828)
C (10.612, 14.332, 15.848)
C (9.595, 13.251, 15.404)
C (9.885, 11.950, 16.227)
S (11.609, 12.021, 16.883)
O (12.323, 10.826, 16.382)
O (11.605, 12.332, 18.318)
C (11.976, 13.562, 15.942)
H (10.388, 14.729, 16.838)
H (10.536, 15.169, 15.155)
H (9.793, 13.023, 14.356)
H (8.535, 13.504, 15.437)
H (9.927, 11.029, 15.646)
H (9.295, 11.707, 17.110)
H (12.309, 13.261, 14.948)
H (12.829, 14.157, 16.269)
C (16.992, 11.909, 14.661)
C (15.623, 11.252, 14.508)
C (14.958, 11.925, 13.252)
S (15.654, 13.706, 13.168)
O (14.612, 14.692, 13.414)
O (16.627, 13.804, 12.072)
C (16.659, 13.474, 14.675)
H (17.664, 11.530, 13.891)
H (17.462, 11.586, 15.590)
H (15.064, 11.360, 15.437)
H (15.811, 10.205, 14.270)
H (13.868, 11.920, 13.248)
H (15.367, 11.539, 12.318)
H (15.988, 13.761, 15.485)
H (17.436, 14.236, 14.728)
C (19.452, 13.459, 17.924)
C (18.273, 14.486, 18.152)
C (18.380, 15.184, 19.550)
S (19.617, 14.197, 20.558)
O (18.995, 13.013, 21.104)
O (20.378, 15.095, 21.418)
C (20.499, 13.727, 18.984)
H (19.828, 13.523, 16.903)
H (19.132, 12.422, 18.028)
H (17.269, 14.082, 18.024)
H (18.485, 15.215, 17.370)
H (17.417, 15.215, 20.059)
H (18.894, 16.142, 19.478)
H (21.136, 12.899, 19.295)
H (21.123, 14.589, 18.747)
C (20.513, 25.054, 17.586)
C (20.139, 24.789, 19.084)
C (18.825, 24.035, 19.068)
S (18.884, 22.822, 17.699)
O (17.605, 22.759, 16.989)
O (19.598, 21.598, 18.107)
C (20.079, 23.825, 16.770)
H (21.589, 25.220, 17.537)
H (19.953, 25.963, 17.367)
H (20.064, 25.687, 19.696)
H (20.922, 24.288, 19.652)
H (18.060, 24.729, 18.718)
H (18.401, 23.474, 19.901)
H (19.475, 24.305, 16.000)
H (20.761, 23.097, 16.331)
C (14.837, 18.711, 16.840)
C (16.129, 19.054, 17.562)
C (17.222, 18.923, 16.513)
S (16.507, 17.889, 15.120)
O (17.342, 16.691, 14.928)
O (16.137, 18.733, 13.956)
C (15.052, 17.418, 16.082)
H (14.613, 19.500, 16.123)
H (13.956, 18.673, 17.480)
H (16.199, 18.393, 18.426)
H (16.026, 20.071, 17.939)
H (18.107, 18.421, 16.904)
H (17.604, 19.827, 16.038)
H (15.236, 16.676, 16.859)
H (14.324, 17.086, 15.342)
C (8.750, 20.640, 17.971)
C (9.716, 19.641, 17.238)
C (10.629, 20.488, 16.337)
S (10.922, 22.104, 17.248)
O (10.567, 23.238, 16.405)
O (12.210, 22.088, 17.883)
C (9.599, 21.832, 18.515)
H (8.171, 20.219, 18.793)
H (8.003, 20.959, 17.244)
H (9.136, 18.871, 16.729)
H (10.325, 19.108, 17.968)
H (10.161, 20.827, 15.413)
H (11.614, 20.094, 16.086)
H (9.094, 22.744, 18.833)
H (10.051, 21.521, 19.457)
C (12.006, 14.039, 10.711)
C (11.500, 13.442, 9.448)
C (10.634, 14.388, 8.589)
S (9.846, 15.470, 9.818)
O (8.422, 15.215, 9.950)
O (10.251, 16.857, 9.742)
C (10.771, 14.789, 11.332)
H (12.850, 14.718, 10.594)
H (12.405, 13.289, 11.394)
H (10.982, 12.548, 9.797)
H (12.282, 13.072, 8.786)
H (9.785, 14.024, 8.012)
H (11.341, 15.045, 8.081)
H (10.033, 14.086, 11.718)
H (11.035, 15.537, 12.080)
C (19.807, 15.692, 12.317)
C (18.710, 16.458, 11.546)
C (18.825, 18.017, 11.871)
S (20.165, 18.228, 13.149)
O (19.781, 18.954, 14.373)
O (21.345, 18.728, 12.422)
C (20.302, 16.417, 13.579)
H (20.631, 15.477, 11.637)
H (19.365, 14.750, 12.642)
H (17.742, 15.992, 11.729)
H (18.849, 16.401, 10.467)
H (17.878, 18.216, 12.374)
H (19.057, 18.715, 11.067)
H (19.526, 16.220, 14.318)
H (21.291, 16.276, 14.014)
C (22.915, 19.723, 18.485)
C (22.863, 18.592, 19.602)
C (23.005, 17.236, 18.833)
S (21.914, 17.517, 17.306)
O (20.514, 17.205, 17.617)
O (22.510, 16.897, 16.124)
C (22.122, 19.344, 17.184)
H (23.983, 19.860, 18.312)
H (22.452, 20.582, 18.970)
H (21.970, 18.626, 20.227)
H (23.528, 18.799, 20.441)
H (22.619, 16.342, 19.323)
H (24.008, 17.000, 18.478)
H (21.246, 19.902, 16.853)
H (22.864, 19.527, 16.406)
C (14.020, 25.365, 15.258)
C (14.867, 26.559, 14.788)
C (15.369, 27.354, 15.962)
S (14.990, 26.332, 17.435)
O (13.687, 26.719, 17.950)
O (16.152, 26.098, 18.243)
C (14.774, 24.860, 16.445)
H (13.868, 24.690, 14.416)
H (12.996, 25.697, 15.429)
H (14.253, 27.253, 14.215)
H (15.742, 26.327, 14.181)
H (14.969, 28.357, 16.109)
H (16.452, 27.420, 15.855)
H (14.379, 24.132, 17.154)
H (15.761, 24.461, 16.213)
C (13.974, 25.073, 20.918)
C (13.084, 26.265, 21.374)
C (11.820, 25.695, 21.989)
S (11.552, 24.006, 21.288)
O (10.277, 24.159, 20.562)
O (11.678, 23.057, 22.423)
C (13.022, 24.084, 20.220)
H (14.438, 24.549, 21.754)
H (14.740, 25.373, 20.202)
H (12.794, 26.977, 20.601)
H (13.546, 26.904, 22.127)
H (10.915, 26.297, 21.913)
H (11.969, 25.591, 23.063)
H (12.640, 24.573, 19.324)
H (13.378, 23.100, 19.914)
C (16.786, 23.532, 12.599)
C (17.188, 22.102, 13.162)
C (18.714, 21.953, 13.026)
S (19.500, 23.661, 12.653)
O (19.941, 23.836, 11.275)
O (20.404, 23.928, 13.770)
C (17.894, 24.611, 12.858)
H (15.830, 23.805, 13.046)
H (16.532, 23.647, 11.546)
H (16.792, 21.324, 12.508)
H (16.778, 21.982, 14.165)
H (18.948, 21.483, 12.070)
H (19.246, 21.433, 13.823)
H (17.966, 25.460, 12.178)
H (17.842, 24.935, 13.898)
C (14.441, 11.472, 20.960)
C (14.377, 10.134, 20.338)
C (14.447, 10.441, 18.905)
S (15.683, 11.862, 18.585)
O (15.101, 12.936, 17.767)
O (17.006, 11.292, 18.242)
C (15.652, 12.302, 20.391)
H (14.579, 11.443, 22.041)
H (13.471, 11.928, 20.762)
H (13.476, 9.589, 20.618)
H (15.183, 9.452, 20.607)
H (13.476, 10.855, 18.635)
H (14.673, 9.582, 18.272)
H (15.550, 13.368, 20.595)
H (16.593, 11.902, 20.769)
C (18.920, 18.654, 21.803)
C (18.529, 19.447, 23.064)
C (17.061, 19.854, 22.906)
S (16.809, 20.251, 21.103)
O (16.924, 21.677, 20.907)
O (15.693, 19.426, 20.577)
C (18.385, 19.478, 20.554)
H (18.362, 17.718, 21.821)
H (19.975, 18.382, 21.819)
H (19.110, 20.366, 23.140)
H (18.691, 18.978, 24.035)
H (16.691, 20.761, 23.384)
H (16.399, 19.049, 23.227)
H (19.072, 20.302, 20.358)
H (18.156, 18.885, 19.668)
C (13.317, 17.208, 21.564)
C (13.789, 15.841, 21.107)
C (12.884, 15.361, 19.912)
S (11.944, 16.787, 19.326)
O (10.647, 16.696, 19.986)
O (11.996, 16.900, 17.876)
C (12.977, 17.998, 20.292)
H (14.113, 17.709, 22.116)
H (12.430, 17.090, 22.186)
H (13.860, 15.137, 21.935)
H (14.770, 16.093, 20.703)
H (12.178, 14.575, 20.181)
H (13.524, 15.007, 19.103)
H (12.593, 19.012, 20.396)
H (13.927, 18.158, 19.781)



2.
Entry from the OMol25 dataset: 12 unconnected molecules or ions with the total composition C66H92O6S2 (ωB97M-V/def2-TZVPD).

As for the LUMO energy: 0.30 eV. The calculation puts the gap between HOMO and LUMO at 9.21 eV. The calculation puts the calculated total energy at -103888.6406 eV. Its SMILES is CCOS(C)(=O)=O.CCOS(C)(=O)=O.c1ccccc1.c1ccccc1.c1ccccc1.c1ccccc1.c1ccccc1.c1ccccc1.c1ccccc1.c1ccccc1.CCCCCC.CCCCCC. Its HOMO energy is -0.3273 Ha.

CARTESIAN COORDINATES (ANGSTROEM)
C (2.729, 3.064, 3.823)
C (1.895, 3.850, 4.825)
O (1.574, 5.150, 4.308)
S (0.103, 5.298, 3.631)
C (-0.842, 5.521, 5.131)
O (0.118, 6.497, 2.852)
O (-0.284, 4.051, 3.032)
H (3.592, 3.680, 3.586)
H (2.137, 2.814, 2.941)
H (2.971, 2.087, 4.246)
H (1.005, 3.282, 5.102)
H (2.522, 4.025, 5.700)
H (-0.457, 6.444, 5.571)
H (-0.736, 4.680, 5.806)
H (-1.849, 5.818, 4.839)
C (3.066, 3.632, -3.192)
C (2.524, 4.154, -1.864)
O (3.517, 5.078, -1.347)
S (3.011, 6.452, -0.642)
C (2.699, 5.869, 1.031)
O (4.149, 7.324, -0.609)
O (1.812, 6.929, -1.274)
H (2.463, 2.762, -3.471)
H (4.122, 3.397, -3.137)
H (2.826, 4.348, -3.978)
H (1.572, 4.675, -1.956)
H (2.416, 3.342, -1.148)
H (2.499, 6.692, 1.712)
H (3.603, 5.372, 1.381)
H (1.900, 5.130, 1.064)
C (-2.162, -1.147, -3.705)
C (-1.444, -0.079, -4.253)
C (-2.084, 0.809, -5.082)
C (-3.445, 0.715, -5.392)
C (-4.166, -0.291, -4.748)
C (-3.515, -1.243, -3.977)
H (-1.725, -1.799, -2.958)
H (-0.401, 0.107, -4.030)
H (-1.537, 1.666, -5.463)
H (-3.871, 1.492, -6.009)
H (-5.234, -0.327, -4.925)
H (-4.093, -2.025, -3.501)
C (-2.024, 2.158, 5.554)
C (-1.120, 2.171, 6.587)
C (-0.135, 1.189, 6.717)
C (-0.051, 0.187, 5.734)
C (-0.972, 0.189, 4.704)
C (-1.983, 1.149, 4.623)
H (-2.767, 2.949, 5.580)
H (-1.032, 2.841, 7.438)
H (0.500, 1.160, 7.592)
H (0.729, -0.557, 5.839)
H (-1.007, -0.604, 3.965)
H (-2.720, 1.098, 3.833)
C (0.370, -0.442, -1.235)
C (-0.643, -0.576, -0.295)
C (-0.573, 0.170, 0.865)
C (0.508, 1.045, 1.086)
C (1.487, 1.133, 0.108)
C (1.459, 0.402, -1.079)
H (0.334, -0.910, -2.216)
H (-1.526, -1.166, -0.504)
H (-1.326, -0.001, 1.626)
H (0.596, 1.538, 2.044)
H (2.343, 1.778, 0.284)
H (2.195, 0.412, -1.869)
C (5.067, -2.390, 1.688)
C (5.000, -2.545, 0.309)
C (3.766, -2.676, -0.331)
C (2.610, -2.584, 0.445)
C (2.674, -2.510, 1.816)
C (3.906, -2.485, 2.444)
H (6.043, -2.384, 2.157)
H (5.919, -2.458, -0.258)
H (3.621, -2.731, -1.400)
H (1.625, -2.580, -0.005)
H (1.767, -2.445, 2.407)
H (3.895, -2.388, 3.524)
C (2.375, -3.865, -5.315)
C (3.683, -4.313, -5.406)
C (4.686, -3.615, -4.735)
C (4.365, -2.512, -3.981)
C (3.049, -2.038, -3.924)
C (2.045, -2.699, -4.614)
H (1.579, -4.470, -5.732)
H (3.893, -5.202, -5.984)
H (5.707, -3.976, -4.703)
H (5.122, -1.938, -3.459)
H (2.774, -1.200, -3.296)
H (1.005, -2.412, -4.532)
C (-1.586, 6.062, -1.973)
C (-1.500, 5.197, -3.047)
C (-1.099, 3.887, -2.848)
C (-0.884, 3.409, -1.558)
C (-0.987, 4.281, -0.484)
C (-1.394, 5.589, -0.670)
H (-1.837, 7.098, -2.160)
H (-1.721, 5.614, -4.022)
H (-0.938, 3.216, -3.684)
H (-0.560, 2.385, -1.424)
H (-0.697, 3.884, 0.484)
H (-1.437, 6.307, 0.139)
C (5.872, 3.912, 0.201)
C (5.557, 3.420, 1.468)
C (5.269, 2.070, 1.678)
C (5.210, 1.240, 0.573)
C (5.484, 1.726, -0.701)
C (5.855, 3.040, -0.878)
H (6.054, 4.949, -0.051)
H (5.533, 4.130, 2.288)
H (5.064, 1.717, 2.678)
H (5.013, 0.184, 0.716)
H (5.529, 1.048, -1.546)
H (6.133, 3.367, -1.872)
C (-3.656, -1.862, 4.606)
C (-3.974, -1.462, 3.332)
C (-3.307, -1.983, 2.219)
C (-2.454, -3.047, 2.444)
C (-2.115, -3.467, 3.735)
C (-2.686, -2.819, 4.830)
H (-4.094, -1.404, 5.486)
H (-4.754, -0.727, 3.163)
H (-3.536, -1.492, 1.283)
H (-1.889, -3.423, 1.597)
H (-1.431, -4.295, 3.855)
H (-2.379, -3.087, 5.833)
C (-7.650, -3.614, 0.796)
C (-6.557, -3.070, -0.112)
C (-6.331, -1.573, 0.197)
C (-5.271, -0.865, -0.665)
C (-5.040, 0.575, -0.112)
C (-3.699, 1.181, -0.517)
H (-7.769, -4.696, 0.715)
H (-8.608, -3.241, 0.415)
H (-7.524, -3.295, 1.828)
H (-5.615, -3.583, 0.105)
H (-6.778, -3.147, -1.175)
H (-6.087, -1.415, 1.248)
H (-7.255, -1.019, -0.002)
H (-4.365, -1.476, -0.734)
H (-5.600, -0.690, -1.692)
H (-5.810, 1.193, -0.583)
H (-5.232, 0.602, 0.962)
H (-3.567, 1.269, -1.598)
H (-3.416, 2.094, 0.006)
H (-2.906, 0.472, -0.268)
C (-0.716, -4.342, -0.685)
C (0.263, -4.290, -1.871)
C (1.215, -5.510, -1.917)
C (0.546, -6.889, -1.957)
C (-0.349, -7.092, -3.181)
C (-1.102, -8.405, -3.188)
H (-1.467, -3.562, -0.811)
H (-0.140, -4.100, 0.213)
H (-1.134, -5.338, -0.585)
H (-0.328, -4.341, -2.792)
H (0.861, -3.382, -1.926)
H (1.800, -5.512, -0.992)
H (1.867, -5.372, -2.781)
H (1.259, -7.716, -1.962)
H (-0.127, -7.011, -1.104)
H (-1.054, -6.253, -3.221)
H (0.159, -7.026, -4.150)
H (-1.473, -8.750, -2.218)
H (-1.972, -8.426, -3.849)
H (-0.488, -9.241, -3.543)